[1]
DFT (ωB97M-V with the def2-TZVPD basis set) results for a molecular structure, C27H35BrN4P2Sn in a non-equilibrium geometry.

- E_LUMO (spin up / spin down) (eV) = -7.70 / -9.97
- 2S+1 = 1
- charge = +2
- orbital gap (spin up / spin down) (eV) = 5.25 / 2.73

Last column: Mulliken charge in e.
Positions of all 70 atoms, in Å:
Sn1 0.000 0.000 0.000  1.08
C1 -1.226 1.779 -0.540  -0.69
C2 -1.539 0.776 -1.452  -0.33
C3 -1.017 0.702 -2.877  -0.66
C4 0.262 -0.160 -3.016  -0.36
C5 1.227 -0.024 -1.859  -0.25
C6 1.539 1.150 -1.181  -0.59
C7 1.016 2.530 -1.544  -0.79
C8 -0.263 2.923 -0.764  -0.88
C9 1.372 -1.201 0.996  -1.40
H1 -1.893 1.903 0.312  0.62
H2 -2.412 0.166 -1.233  0.63
H3 -0.839 1.712 -3.258  0.25
H4 -1.796 0.268 -3.512  0.54
H5 -0.029 -1.214 -3.075  0.42
H6 0.768 0.077 -3.964  -0.08
H7 1.894 -0.873 -1.718  0.60
H8 2.412 1.127 -0.533  0.56
H9 0.836 2.584 -2.621  0.32
H10 1.795 3.267 -1.324  0.43
H11 0.029 3.301 0.222  0.44
H12 -0.770 3.754 -1.277  0.37
H13 1.280 -1.092 2.082  0.42
H14 2.403 -0.970 0.701  0.37
H15 1.166 -2.250 0.746  0.40
P1 1.341 -1.227 -8.650  -0.14
P2 -1.729 -0.547 -8.202  -0.21
N1 2.759 -0.224 -8.474  0.30
N2 1.902 -2.519 -9.659  0.43
N3 -1.836 1.167 -7.971  0.50
N4 -3.377 -0.998 -8.562  0.38
C10 0.440 -0.214 -9.913  -0.87
C11 -1.048 -0.586 -9.925  -0.96
C12 3.023 0.421 -7.266  -0.33
C13 4.009 1.355 -7.478  -0.52
C14 4.367 1.289 -8.859  -0.66
C15 3.584 0.324 -9.450  -0.14
C16 2.154 -3.784 -9.124  -0.32
C17 2.667 -4.582 -10.114  -0.60
C18 2.740 -3.794 -11.303  -0.66
C19 2.272 -2.538 -11.005  -0.19
C20 -1.769 1.718 -6.690  -0.28
C21 -1.968 3.072 -6.787  -0.34
C22 -2.166 3.376 -8.168  -0.95
C23 -2.085 2.202 -8.874  -0.27
C24 -4.330 -0.335 -9.328  -0.11
C25 -5.358 -1.212 -9.587  -0.57
C26 -5.030 -2.461 -8.975  -0.44
C27 -3.814 -2.306 -8.355  -0.41
H16 0.915 -0.403 -10.883  0.51
H17 0.545 0.851 -9.691  0.53
H18 -1.639 0.115 -10.526  0.43
H19 -1.169 -1.582 -10.359  0.51
H20 2.476 0.143 -6.377  0.29
H21 4.442 2.000 -6.726  0.41
H22 5.131 1.871 -9.357  0.45
H23 3.548 -0.036 -10.466  0.31
H24 1.934 -3.978 -8.084  0.40
H25 2.951 -5.619 -10.006  0.43
H26 3.091 -4.118 -12.273  0.45
H27 2.160 -1.667 -11.632  0.38
H28 -1.583 1.078 -5.840  0.17
H29 -1.962 3.773 -5.964  0.45
H30 -2.340 4.354 -8.597  0.46
H31 -2.170 2.015 -9.933  0.48
H32 -4.193 0.698 -9.604  0.41
H33 -6.261 -0.979 -10.136  0.45
H34 -5.630 -3.360 -8.976  0.45
H35 -3.206 -2.992 -7.783  0.38
Br1 -1.595 -0.498 1.894  -0.38

[2]
DFT (ωB97M-V with the def2-TZVPD basis set) results for 14 unconnected molecules or ions with the total composition C72H158N14O14 in a non-equilibrium geometry.

- E_LUMO (eV) = 0.31
- 2S+1 = 1
- charge = 0
- orbital gap (eV) = 8.56

Last column: Mulliken charge in e.
Positions of all 258 atoms, in Å:
C1 0.840 6.059 0.674  0.07
O1 1.711 5.880 -0.177  -0.58
N1 0.991 5.801 2.010  0.41
C2 0.020 6.152 3.010  -0.84
C3 2.210 5.166 2.410  -0.86
H1 -0.159 6.465 0.338  0.22
H2 0.430 6.841 3.774  0.41
H3 -0.417 5.365 3.659  0.30
H4 -0.816 6.681 2.570  0.16
H5 2.659 4.517 1.667  -0.17
H6 3.035 5.852 2.696  0.42
H7 1.990 4.571 3.325  0.42
C4 -4.449 0.365 -0.552  0.52
O2 -4.611 1.556 -0.833  -1.16
N2 -4.491 -0.607 -1.498  0.80
C5 -4.039 -1.946 -1.150  -0.66
C6 -4.790 -0.294 -2.862  -1.01
H8 -4.454 0.064 0.465  0.82
H9 -3.870 -2.085 -0.062  -0.33
H10 -3.089 -2.048 -1.636  0.22
H11 -4.810 -2.690 -1.538  0.37
H12 -5.237 0.712 -2.908  0.28
H13 -3.842 -0.294 -3.426  0.49
H14 -5.414 -1.133 -3.215  0.38
C7 6.018 3.849 -1.991  -0.16
O3 6.709 3.768 -0.976  -0.62
N3 4.664 3.890 -1.914  0.37
C8 3.885 4.242 -3.070  -0.76
C9 3.861 3.839 -0.729  -0.43
H15 6.365 3.823 -3.011  0.44
H16 3.358 5.207 -2.940  0.31
H17 3.109 3.526 -3.308  0.08
H18 4.534 4.215 -3.944  0.39
H19 4.229 3.182 0.087  -0.68
H20 3.852 4.865 -0.404  0.70
H21 2.829 3.549 -0.990  0.28
C10 -4.243 -0.136 -6.967  0.07
O4 -4.053 -0.574 -5.829  -0.63
N4 -3.518 0.841 -7.455  0.21
C11 -3.799 1.365 -8.766  -0.92
C12 -2.447 1.484 -6.671  -0.73
H22 -5.049 -0.524 -7.581  0.32
H23 -3.764 2.472 -8.717  0.30
H24 -4.694 1.001 -9.238  0.30
H25 -3.023 0.935 -9.478  0.32
H26 -1.556 1.645 -7.377  0.32
H27 -2.697 2.450 -6.214  0.32
H28 -2.277 0.823 -5.838  0.14
C13 -3.131 4.906 0.531  0.63
O5 -2.005 5.241 0.796  -0.59
N5 -4.219 5.667 0.723  0.56
C14 -5.591 5.224 0.290  -1.00
C15 -4.135 6.976 1.344  -1.13
H29 -3.384 3.911 0.129  -0.01
H30 -5.531 4.218 -0.162  0.04
H31 -5.945 5.966 -0.423  0.42
H32 -6.298 5.070 1.138  0.32
H33 -3.241 6.937 1.912  0.25
H34 -4.123 7.764 0.579  0.26
H35 -4.984 7.088 2.044  0.34
C16 0.182 -4.831 4.687  -0.51
O6 -0.974 -4.724 4.285  -0.38
N6 1.201 -4.052 4.400  0.66
C17 1.145 -2.949 3.415  -0.09
C18 2.572 -4.350 4.887  -1.06
H36 0.469 -5.695 5.289  0.34
H37 0.152 -2.980 2.961  -0.99
H38 1.902 -3.103 2.606  0.06
H39 1.274 -1.977 3.770  0.97
H40 3.072 -3.463 5.167  0.35
H41 2.412 -4.993 5.751  0.33
H42 3.126 -4.884 4.172  0.32
C19 -2.980 -0.671 7.089  -0.03
O7 -3.631 0.269 6.672  -0.50
N7 -1.893 -1.277 6.473  0.24
C20 -1.246 -2.475 7.038  -0.68
C21 -1.717 -1.082 5.045  0.17
H43 -3.174 -0.998 8.166  0.29
H44 -1.705 -3.406 6.584  0.21
H45 -1.384 -2.511 8.093  0.42
H46 -0.148 -2.478 6.837  0.16
H47 -0.749 -0.609 4.741  -0.11
H48 -1.904 -1.986 4.436  0.06
H49 -2.505 -0.468 4.724  -0.23
C22 -2.137 -3.702 1.896  -0.13
O8 -2.180 -2.479 1.936  0.29
N8 -3.245 -4.497 1.997  0.49
C23 -3.076 -5.928 2.236  -0.97
C24 -4.494 -3.909 2.444  -0.62
H50 -1.277 -4.249 1.668  -0.19
H51 -3.197 -6.228 3.275  0.27
H52 -2.112 -6.228 1.919  0.15
H53 -3.851 -6.388 1.624  0.37
H54 -4.678 -3.927 3.529  0.39
H55 -4.470 -2.875 2.039  -0.32
H56 -5.329 -4.395 1.908  0.37
C25 -3.048 7.015 -2.171  0.05
O9 -4.196 7.249 -2.480  -0.64
N9 -2.337 5.996 -2.663  0.16
C26 -3.024 4.956 -3.426  -0.99
C27 -0.974 5.747 -2.259  -0.73
H57 -2.420 7.526 -1.482  0.41
H58 -2.552 5.026 -4.427  0.41
H59 -4.071 5.282 -3.385  0.32
H60 -2.912 3.944 -2.944  0.07
H61 -0.398 5.578 -3.157  0.37
H62 -0.537 6.537 -1.684  0.34
H63 -0.926 4.821 -1.689  0.02
C28 -7.156 2.586 3.987  -1.99
C29 -6.096 1.703 3.304  1.96
C30 -5.622 0.602 4.186  -0.68
C31 -6.656 -0.542 4.303  -1.16
C32 -7.055 -1.095 2.956  0.05
C33 -7.554 -0.039 2.021  1.31
N10 -6.525 1.058 1.993  1.33
O10 -6.956 2.124 1.086  -0.67
C34 -7.556 -0.557 0.575  -1.63
C35 -9.028 0.323 2.392  -1.80
C36 -4.827 2.567 2.991  -1.08
H64 -7.594 3.255 3.280  0.39
H65 -6.692 3.268 4.704  0.48
H66 -7.934 2.028 4.541  0.30
H67 -4.703 0.215 3.740  -0.44
H68 -5.405 1.034 5.165  0.65
H69 -7.587 -0.202 4.752  0.32
H70 -6.348 -1.377 4.957  0.46
H71 -7.875 -1.814 2.986  0.57
H72 -6.124 -1.473 2.494  -0.89
H73 -6.598 -1.130 0.417  -0.04
H74 -8.404 -1.210 0.313  0.48
H75 -7.554 0.324 -0.045  0.47
H76 -9.222 1.282 1.885  0.34
H77 -9.705 -0.442 2.151  0.52
H78 -9.231 0.675 3.435  0.28
H79 -4.062 1.916 2.559  -0.33
H80 -4.424 3.063 3.872  0.68
H81 -5.160 3.315 2.239  -0.11
H82 -6.280 2.009 0.425  0.10
C37 0.809 1.707 -2.367  -0.99
C38 -0.327 0.652 -1.942  2.68
C39 0.299 -0.636 -1.605  -0.43
C40 1.141 -0.526 -0.299  -0.90
C41 0.211 -0.186 0.863  0.91
C42 -0.644 1.069 0.651  2.17
N11 -1.182 1.038 -0.742  0.34
O11 -1.769 2.293 -1.034  1.80
C43 -1.880 0.970 1.590  -0.47
C44 0.080 2.337 0.956  -0.53
C45 -1.259 0.448 -3.150  -2.20
H83 0.433 2.760 -2.322  -0.53
H84 1.094 1.540 -3.408  0.68
H85 1.752 1.500 -1.808  0.00
H86 -0.499 -1.407 -1.449  -1.03
H87 0.875 -0.955 -2.481  0.85
H88 1.889 0.273 -0.366  -0.13
H89 1.578 -1.484 -0.165  0.05
H90 0.683 -0.105 1.872  0.13
H91 -0.471 -1.087 0.965  -0.79
H92 -2.378 1.938 1.640  -0.44
H93 -2.601 0.272 1.158  -0.44
H94 -1.581 0.563 2.534  0.20
H95 1.105 2.401 0.479  -1.06
H96 -0.485 3.204 0.542  -0.96
H97 0.233 2.469 1.998  1.10
H98 -0.777 0.015 -4.015  0.72
H99 -1.775 1.319 -3.477  0.45
H100 -2.189 -0.202 -2.909  -1.12
H101 -2.719 2.057 -1.085  -0.76
C46 1.170 -7.736 -1.238  -1.47
C47 0.553 -6.653 -0.292  1.23
C48 1.471 -5.470 0.031  -0.26
C49 1.627 -4.552 -1.136  -0.80
C50 0.303 -4.115 -1.680  0.33
C51 -0.692 -5.202 -2.008  1.31
N12 -0.721 -6.083 -0.816  1.02
O12 -1.589 -7.201 -1.199  -0.58
C52 -2.051 -4.581 -2.006  -0.80
C53 -0.354 -5.727 -3.435  -1.72
C54 0.273 -7.347 1.078  -1.74
H102 1.369 -7.121 -2.158  0.15
H103 0.461 -8.579 -1.336  0.36
H104 2.130 -8.140 -0.877  0.43
H105 0.969 -4.925 0.847  -0.78
H106 2.443 -5.726 0.511  0.52
H107 2.260 -5.017 -1.918  0.36
H108 2.159 -3.602 -0.936  0.13
H109 0.494 -3.438 -2.481  1.05
H110 -0.215 -3.439 -0.968  -1.36
H111 -2.147 -3.914 -2.933  0.19
H112 -2.932 -5.218 -2.006  0.62
H113 -2.191 -3.887 -1.117  -0.61
H114 0.578 -6.247 -3.482  0.38
H115 -1.167 -6.375 -3.809  0.38
H116 -0.226 -4.884 -4.154  0.34
H117 -0.694 -7.807 0.934  0.42
H118 0.195 -6.489 1.750  0.13
H119 1.022 -8.093 1.277  0.48
H120 -2.462 -6.902 -0.948  0.35
C55 9.090 0.283 -5.174  -2.14
C56 7.717 -0.293 -5.219  1.46
C57 7.873 -1.777 -5.438  -1.18
C58 6.525 -2.494 -5.273  -0.59
C59 6.049 -2.229 -3.861  -1.55
C60 5.825 -0.762 -3.536  2.52
N13 7.092 -0.060 -3.910  0.19
O13 6.985 1.316 -3.663  -0.23
C61 4.574 -0.223 -4.333  -1.50
C62 5.670 -0.627 -2.007  -1.83
C63 7.033 0.374 -6.475  -1.65
H121 9.091 1.368 -5.077  0.38
H122 9.641 0.124 -6.059  0.51
H123 9.658 -0.163 -4.391  0.47
H124 8.263 -1.886 -6.518  0.38
H125 8.665 -2.148 -4.766  0.39
H126 6.624 -3.608 -5.464  0.36
H127 5.770 -2.138 -5.993  0.29
H128 6.753 -2.642 -3.077  0.32
H129 5.124 -2.667 -3.607  0.66
H130 4.632 0.845 -4.010  0.26
H131 4.689 -0.245 -5.417  0.23
H132 3.585 -0.638 -4.054  0.23
H133 6.561 -1.035 -1.559  0.66
H134 5.631 0.397 -1.625  -0.16
H135 4.720 -1.189 -1.719  -0.03
H136 7.781 0.483 -7.240  0.48
H137 6.691 1.355 -6.189  0.35
H138 6.096 -0.084 -6.855  0.28
H139 7.100 1.377 -2.714  0.30
C64 5.033 -1.930 2.258  -1.89
C65 6.040 -0.990 2.864  2.63
C66 7.001 -0.485 1.777  -1.11
C67 7.246 1.018 1.772  -0.98
C68 5.844 1.697 1.685  -0.91
C69 4.929 1.351 2.873  2.35
N14 5.534 0.239 3.554  0.11
O14 4.704 -0.180 4.678  -0.51
C70 4.870 2.571 3.810  -1.94
C71 3.509 1.053 2.384  -0.42
C72 6.775 -1.702 4.014  -1.94
H140 4.747 -1.469 1.276  -0.05
H141 4.072 -2.047 2.812  0.16
H142 5.513 -2.818 1.934  0.78
H143 7.985 -0.975 1.791  0.46
H144 6.577 -0.654 0.825  0.02
H145 7.862 1.262 0.875  0.48
H146 7.957 1.201 2.654  0.32
H147 5.377 1.339 0.791  -0.26
H148 5.970 2.757 1.480  0.57
H149 4.603 3.459 3.225  0.25
H150 4.148 2.487 4.644  0.31
H151 5.872 2.744 4.258  0.48
H152 3.493 0.117 1.798  -0.35
H153 2.844 0.885 3.282  0.59
H154 3.101 1.832 1.658  -0.57
H155 7.376 -0.967 4.550  0.36
H156 7.349 -2.547 3.574  0.50
H157 5.920 -2.058 4.624  0.42
H158 5.340 -0.272 5.410  0.37

[3]
DFT (ωB97M-V with the def2-TZVPD basis set) results for 4 unconnected molecules or ions with the total composition C11H28O7S in a non-equilibrium geometry.

- E_LUMO (eV) = 0.25
- 2S+1 = 1
- charge = 0
- structure (SMILES) = CCCCO[C@@H]1CCOS(=O)(=O)C1.CO.CO.CO
- orbital gap (eV) = 9.78

Last column: Mulliken charge in e.
Positions of all 47 atoms, in Å:
C1 4.739 -1.393 0.484  -0.75
C2 4.696 -0.792 -1.046  -0.35
C3 4.169 0.791 -1.030  -0.76
C4 2.527 0.863 -0.719  0.23
O1 1.887 1.088 -2.023  -0.43
C5 0.433 0.752 -1.979  0.09
C6 -0.398 1.532 -0.805  -0.38
C7 -1.030 0.578 0.366  -0.20
O2 -0.116 -0.483 0.852  -0.38
S1 -0.187 -1.674 -0.382  1.12
O3 0.844 -2.792 0.040  -0.63
O4 -1.591 -2.391 -0.380  -0.66
C8 0.253 -0.874 -2.014  -0.60
H1 4.817 -0.477 1.241  0.22
H2 3.736 -1.963 0.677  0.17
H3 5.667 -2.125 0.589  0.29
H4 5.766 -0.848 -1.535  0.34
H5 4.002 -1.489 -1.714  0.15
H6 4.343 1.192 -2.139  0.24
H7 4.794 1.453 -0.276  0.29
H8 2.381 1.740 0.057  0.12
H9 2.258 -0.149 -0.197  -0.03
H10 0.000 1.155 -3.016  0.29
H11 -1.310 2.104 -1.315  0.38
H12 0.226 2.383 -0.248  0.19
H13 -2.080 0.155 0.002  0.29
H14 -1.250 1.273 1.306  -0.05
H15 1.313 -1.321 -2.333  0.28
H16 -0.524 -1.270 -2.812  0.44
C9 -1.567 3.585 3.723  -0.62
O5 -1.738 3.424 2.326  -0.41
H17 -1.034 2.717 4.118  0.24
H18 -0.982 4.488 3.917  0.27
H19 -2.545 3.661 4.204  0.30
H20 -2.212 4.209 2.004  0.27
C10 -5.446 1.915 1.933  -0.52
O6 -4.482 2.897 2.264  -0.45
H21 -6.170 2.348 1.239  0.23
H22 -4.953 1.064 1.459  0.21
H23 -5.964 1.591 2.840  0.25
H24 -3.854 2.484 2.881  0.26
C11 -1.374 -5.464 -2.309  -0.49
O7 -2.344 -5.115 -1.338  -0.51
H25 -1.375 -6.549 -2.438  0.25
H26 -1.620 -4.986 -3.260  0.22
H27 -0.386 -5.141 -1.971  0.19
H28 -2.320 -4.147 -1.245  0.37

[4]
DFT (ωB97M-V with the def2-TZVPD basis set) results for a single C3H2ClFN2 molecule in a non-equilibrium geometry.

- E_LUMO (eV) = 0.49
- 2S+1 = 1
- charge = 0
- structure (SMILES) = Fc1nc[nH]c1Cl
- orbital gap (eV) = 8.32

Last column: Mulliken charge in e.
Positions of all 9 atoms, in Å:
F1 -1.798 -0.308 -1.883  -0.22
C1 -0.862 -0.032 -0.983  0.39
N1 -0.542 1.176 -0.698  -0.42
C2 0.176 1.235 0.378  -0.19
N2 0.615 -0.069 0.824  -0.07
C3 -0.030 -1.054 0.204  0.08
Cl1 0.306 -2.713 -0.077  -0.14
H1 0.783 2.116 0.723  0.31
H2 1.352 -0.351 1.512  0.26

[5]
DFT (ωB97M-V with the def2-TZVPD basis set) results for 2 unconnected molecules or ions with the total composition C3H9N5O in a non-equilibrium geometry.

- E_LUMO (eV) = -6.85
- 2S+1 = 1
- charge = +2
- orbital gap (eV) = 11.90

Last column: Mulliken charge in e.
Positions of all 18 atoms, in Å:
C1 0.644 -0.669 -0.633  0.66
C2 1.721 1.730 1.390  0.10
C3 -1.550 -1.448 -1.588  0.62
N1 0.626 2.409 1.579  -0.29
N2 -1.806 -2.686 -1.269  -0.32
N3 -0.533 -0.711 -0.834  -0.40
N4 2.260 0.909 2.341  -0.32
N5 -2.187 -0.656 -2.433  -0.28
O1 1.732 -0.696 -0.319  -0.30
H1 2.392 1.968 0.578  0.40
H2 0.438 3.122 0.886  0.29
H3 -0.008 2.098 2.347  0.30
H4 -1.387 -3.156 -0.437  0.29
H5 -2.697 -3.118 -1.599  0.30
H6 1.929 0.753 3.220  0.21
H7 3.279 0.815 2.330  0.28
H8 -2.845 -0.999 -3.032  0.20
H9 -2.009 0.335 -2.526  0.25

no.,M (u),E (eV)
1,676.17,-128958.8215
2,1444.14,-126745.5379
3,304.40,-37021.2368
4,120.51,-21360.6357
5,131.14,-12739.1331